Molecular formula: C25H24N9NaO3S2
Method: DFT, the ωB97M-V functional and the def2-TZVPD basis

Properties
LUMO energy   -0.14 eV
Total energy   -2644.3193 Eh
Relative energy (zero: lowest compared OMol25 entry of this formula, charge and spin)   0.0 kcal per mole
Gap between HOMO and LUMO   7.13 eV
Net charge   0

Geometry as XYZ:
```
64
Properties=species:S:1:pos:R:3:mulliken_charge:R:1
H -5.632 -0.951 2.037 0.383
H -5.208 2.477 -4.130 0.298
N 2.429 0.167 -3.221 0.718
H 6.999 0.534 0.839 0.515
C 1.700 0.524 3.718 0.152
C 3.800 -0.247 -3.415 -0.989
N 0.263 0.198 -3.036 -0.322
C -5.288 0.070 0.137 -0.535
H 7.962 0.217 -1.434 0.398
C 2.999 0.654 3.054 0.492
H -4.632 0.978 -4.885 0.257
C 6.050 0.008 -2.375 -0.842
H -1.528 -2.309 3.769 0.346
S -3.898 -2.578 -2.471 -0.313
H 6.468 -0.110 -3.368 0.431
C 4.434 0.573 1.496 0.463
H -6.038 0.852 0.024 0.437
H 0.917 -0.868 2.289 0.638
C 6.891 0.196 -1.288 -0.602
H 0.033 1.703 6.412 0.402
N 5.044 1.031 2.534 -0.453
C 0.712 -0.304 3.191 0.132
C 4.671 -0.018 -2.203 0.902
C -1.252 -2.656 0.112 -0.684
H -6.857 -1.285 0.799 0.381
C 6.362 0.371 -0.020 -0.862
Na -1.977 -0.156 -2.314 0.974
S -4.847 -2.525 0.375 -0.143
H -4.390 0.518 0.572 0.106
N 2.119 1.470 -3.068 -0.836
C 1.462 1.242 4.885 -0.891
N -1.377 -1.361 -0.282 -0.040
H -2.585 -0.921 3.527 0.390
N -4.966 -0.496 -1.164 -0.065
C 4.139 0.150 -0.934 -0.342
H -1.724 0.260 5.464 0.429
O -2.660 1.702 -1.208 -0.022
H -4.705 0.145 -1.934 0.310
H 3.782 -1.306 -3.675 0.256
H 2.240 1.881 5.280 0.502
C -0.759 0.326 4.976 -0.846
C 0.813 1.445 -2.959 -0.475
O -3.914 1.304 -3.002 0.124
C -1.543 -0.719 0.857 -0.566
C -4.347 1.815 -4.246 -0.853
H 3.066 0.157 -0.783 0.705
C -5.799 -1.095 0.972 -0.585
H -1.135 -3.475 -0.577 0.485
H -3.549 2.379 -4.734 0.240
C -3.061 2.316 -2.174 -0.974
C -0.522 -0.407 3.819 0.648
H -1.678 0.346 0.965 0.574
H 0.218 2.334 -2.823 0.509
H 4.202 0.301 -4.266 0.461
N -1.315 -2.836 1.410 -0.969
H 1.321 -1.647 -3.282 0.401
C -1.600 -1.330 3.297 -1.175
N -1.498 -1.582 1.874 1.222
C 0.230 1.138 5.510 -0.642
C 1.321 -0.574 -3.187 -0.147
O 3.129 0.301 1.750 -0.256
C 4.983 0.351 0.156 0.058
C -4.578 -1.762 -1.194 0.195
N 4.108 1.081 3.553 -0.507
```